{
  "formula": "C20H33CuGe2N9Te",
  "method": "ωB97M-V with the def2-TZVPD basis set",
  "mol_weight_g_mol": 735.91,
  "s_squared": 0.767,
  "de_lowest_kcal_mol": 14.2,
  "e_tot_ha": -7336.8956,
  "e_lumo_ev": [-0.67, -3.30],
  "orbital_gap_ev": [7.5, 4.9],
  "multiplicity": 2,
  "elements": ["Te", "Ge", "Ge", "Cu", "N", "N", "N", "N", "N", "N", "N", "N", "N", "C", "C", "C", "C", "C", "C", "C", "C", "C", "C", "C", "C", "C", "C", "C", "C", "C", "C", "C", "C", "H", "H", "H", "H", "H", "H", "H", "H", "H", "H", "H", "H", "H", "H", "H", "H", "H", "H", "H", "H", "H", "H", "H", "H", "H", "H", "H", "H", "H", "H", "H", "H", "H"],
  "coordinates": [[-1.4422, -1.5442, 2.3660], [-0.8973, 1.0682, -0.6140], [1.4825, -1.4188, -0.3518], [-0.9351, -1.4149, -0.4581], [-1.4915, -5.4540, -0.2827], [-2.8781, -1.4253, -0.6977], [-3.7696, -0.3995, -0.7410], [-4.9526, -0.8864, -0.7771], [-0.1596, -5.3820, -0.0945], [-3.1685, -3.8205, -0.6642], [-0.8279, -3.3619, -0.3642], [0.2447, -4.1680, -0.1400], [-4.9208, -2.2320, -0.7553], [-1.6305, 1.3212, -2.4207], [-1.8691, -4.1978, -0.4492], [-0.6014, -0.3977, 3.9521], [-3.6360, -2.5270, -0.7055], [1.8812, 0.4910, -0.3492], [0.5759, 3.9567, -0.7564], [0.9683, 5.2846, -0.8588], [2.4477, -1.5665, 2.4461], [3.4124, -2.0021, -2.3998], [-1.9882, 3.2218, 1.2060], [1.4998, 2.9251, -0.6237], [3.2544, 4.5945, -0.7172], [-0.9010, -3.4613, 3.0922], [-1.9151, 1.7176, 0.9403], [2.8550, 3.2748, -0.6152], [1.0360, 1.5107, -0.5100], [1.9110, -2.1282, -2.1312], [-1.8752, 2.7656, -2.8619], [2.3124, 5.6098, -0.8355], [2.6092, -2.1637, 1.0595], [3.7520, -0.9657, -2.3446], [-2.4274, 3.7657, 0.3685], [1.5008, -1.8716, 2.8850], [-2.3853, 2.7680, -3.8268], [0.0910, -3.4249, 3.5334], [2.4656, -0.4739, 2.4266], [0.2185, 6.0588, -0.9578], [-2.5676, 0.7671, -2.4212], [4.3097, 4.8345, -0.7089], [1.3383, -1.5681, -2.8722], [0.2521, -0.9300, 4.3608], [3.6166, -1.9537, 0.6812], [-2.6256, 3.4047, 2.0730], [-0.8975, -4.1469, 2.2465], [2.6285, 6.6416, -0.9133], [-3.8634, -4.5480, -0.6363], [3.9989, -2.5878, -1.6907], [2.9511, 0.6919, -0.2618], [3.6161, 2.5115, -0.5335], [3.6526, -2.3689, -3.3992], [1.5868, -3.1667, -2.1671], [-2.9153, 1.3056, 0.8028], [-1.6390, -3.7709, 3.8268], [2.4765, -3.2446, 1.0628], [-0.4816, 3.7324, -0.7860], [-2.5169, 3.3029, -2.1608], [-0.9472, 0.8197, -3.1094], [3.2443, -1.8990, 3.1137], [-1.3543, -0.2404, 4.7193], [-1.0109, 3.6551, 1.4173], [-0.9496, 3.3275, -2.9806], [-1.4790, 1.2272, 1.8121], [-0.2695, 0.5571, 3.5530]],
  "lowdin_spin": [0.278, 0.148, 0.136, 0.089, 0.000, 0.013, 0.000, 0.002, 0.004, 0.005, 0.009, 0.000, 0.001, 0.038, 0.003, 0.029, 0.002, 0.051, 0.002, 0.000, 0.000, 0.014, 0.005, 0.004, 0.000, 0.028, 0.011, 0.002, 0.028, 0.039, 0.014, 0.000, 0.004, 0.001, 0.000, 0.001, 0.003, 0.001, 0.000, 0.000, 0.000, 0.000, 0.001, 0.000, 0.002, 0.001, 0.001, 0.000, 0.000, 0.000, 0.005, 0.001, 0.003, 0.000, 0.000, 0.008, 0.000, 0.002, 0.000, 0.001, 0.000, 0.008, 0.000, 0.000, 0.000, 0.001]
}